Record 1
The following is a DFT calculation (wB97M-V/def2-TZVPD) of a molecular structure, C27H44Br2F9IO18S2 at a distorted geometry.

Cartesian coordinates (Å):
C (1.119, 5.178, -0.090)
C (0.685, 4.827, 1.344)
O (0.477, 3.420, 1.425)
C (-0.853, 3.035, 1.186)
C (-0.980, 2.107, -0.023)
O (-0.042, 1.017, -0.037)
C (-0.602, -0.186, 0.290)
C (-1.449, -0.896, -0.810)
C (-1.519, -0.147, -2.165)
C (-2.887, 0.513, -2.452)
C (-4.082, -0.461, -2.407)
C (-4.989, -0.275, -1.162)
F (-4.354, 0.402, -0.197)
F (-5.206, -1.514, -0.685)
C (-6.300, 0.397, -1.624)
F (-6.005, 1.402, -2.427)
F (-6.999, -0.461, -2.319)
S (-7.400, 1.091, -0.260)
F (-6.311, 2.183, 0.074)
F (-6.853, 0.088, 0.821)
F (-8.556, 0.041, -0.570)
F (-8.090, 2.058, -1.320)
F (-8.321, 1.734, 0.847)
O (-1.554, -0.129, 1.428)
S (-1.459, -1.614, 2.104)
O (-1.662, -1.654, 3.499)
O (-2.346, -2.558, 1.520)
O (0.037, -2.153, 1.564)
C (0.582, -0.976, 0.971)
I (0.957, 0.279, 2.792)
C (2.002, -1.003, 0.316)
Br (3.552, -0.161, 1.185)
C (2.250, -1.614, -0.822)
C (1.179, -2.340, -1.594)
Br (4.005, -1.673, -1.578)
H (1.923, 4.486, -0.343)
H (1.415, 6.220, -0.200)
H (0.279, 4.907, -0.737)
H (-0.175, 5.420, 1.675)
H (1.506, 5.050, 2.032)
H (-1.268, 2.534, 2.069)
H (-1.503, 3.896, 0.984)
H (-0.739, 2.722, -0.899)
H (-2.017, 1.794, -0.167)
H (-1.098, -1.900, -1.022)
H (-2.446, -1.042, -0.408)
H (-1.358, -0.873, -2.968)
H (-0.763, 0.631, -2.289)
H (-3.029, 1.420, -1.867)
H (-2.810, 0.854, -3.490)
H (-3.680, -1.476, -2.366)
H (-4.668, -0.435, -3.323)
H (0.529, -1.604, -2.063)
H (0.626, -3.061, -0.994)
H (1.666, -2.856, -2.422)
C (-1.961, 8.167, -0.413)
O (-2.414, 7.075, 0.388)
C (-3.525, 6.485, -0.064)
O (-4.137, 6.796, -1.052)
O (-3.832, 5.490, 0.770)
C (-5.007, 4.758, 0.412)
H (-1.061, 8.555, 0.056)
H (-1.717, 7.830, -1.420)
H (-2.710, 8.956, -0.447)
H (-4.882, 4.286, -0.562)
H (-5.883, 5.406, 0.411)
H (-5.145, 3.985, 1.161)
C (5.511, -6.432, 2.083)
O (4.081, -6.431, 2.150)
C (3.567, -5.281, 2.606)
O (4.196, -4.313, 2.944)
O (2.240, -5.400, 2.617)
C (1.549, -4.237, 3.085)
H (5.818, -7.401, 1.706)
H (5.862, -5.662, 1.398)
H (5.942, -6.287, 3.073)
H (1.752, -3.388, 2.441)
H (1.821, -4.013, 4.115)
H (0.484, -4.453, 3.048)
C (3.843, -9.321, 2.526)
O (4.003, -10.369, 3.490)
C (4.433, -11.523, 2.981)
O (4.685, -11.737, 1.823)
O (4.536, -12.404, 3.980)
C (4.990, -13.696, 3.578)
H (3.492, -8.445, 3.055)
H (4.793, -9.093, 2.054)
H (3.101, -9.598, 1.779)
H (5.988, -13.636, 3.145)
H (4.295, -14.146, 2.870)
H (5.031, -14.313, 4.472)
C (2.078, 8.758, -3.518)
O (3.260, 8.413, -4.240)
C (3.821, 7.263, -3.858)
O (3.416, 6.534, -2.989)
O (4.906, 7.062, -4.606)
C (5.613, 5.858, -4.305)
H (1.724, 9.704, -3.919)
H (1.307, 8.003, -3.659)
H (2.298, 8.885, -2.458)
H (4.982, 4.988, -4.478)
H (5.973, 5.870, -3.278)
H (6.467, 5.812, -4.976)

Properties
HOMO energy: -8.411 eV
HOMO-LUMO gap: 7.84 eV
F_max: 3.333 eV/A
net charge: 0


Record 2
The following is a DFT calculation (wB97M-V/def2-TZVPD) of 7 unconnected molecules or ions with the total composition C27H44BrF2N3O34S8 at a distorted geometry.

Cartesian coordinates (Å):
C (-6.300, 4.285, -2.533)
C (-6.550, 5.046, -1.204)
C (-5.276, 5.117, -0.410)
O (-5.021, 6.032, 0.332)
O (-4.405, 4.077, -0.548)
C (-3.514, 3.991, 0.565)
C (-2.548, 2.794, 0.489)
C (-2.813, 1.525, -0.347)
C (-1.714, 0.545, 0.170)
C (-0.236, 1.014, 0.059)
C (0.359, 1.347, 1.408)
N (0.556, 2.664, 1.794)
O (0.666, 0.425, 2.137)
C (-4.181, 0.803, -0.105)
Br (-5.447, 1.648, 1.185)
C (-4.219, -0.634, 0.408)
O (-4.494, -1.558, -0.290)
N (-3.983, -0.809, 1.846)
C (-3.208, -1.959, 2.138)
O (-3.579, -3.069, 2.218)
F (-1.947, -1.631, 2.373)
C (-4.948, 0.977, -1.429)
O (-6.065, 0.619, -1.628)
N (-4.151, 1.656, -2.364)
C (-2.764, 1.648, -1.920)
S (-1.975, 0.275, -2.963)
C (-2.912, -1.214, -2.740)
O (-2.163, 0.671, -4.329)
O (-0.625, -0.004, -2.569)
S (-1.986, 3.152, -2.739)
O (-0.608, 2.884, -2.935)
O (-2.838, 3.518, -3.805)
F (-2.060, 4.294, -1.693)
H (-6.822, 4.771, -3.350)
H (-6.694, 3.281, -2.421)
H (-5.250, 4.271, -2.788)
H (-6.825, 6.065, -1.423)
H (-7.297, 4.571, -0.574)
H (-4.082, 3.946, 1.487)
H (-2.933, 4.906, 0.631)
H (-1.608, 3.214, 0.160)
H (-2.381, 2.433, 1.501)
H (-1.732, -0.382, -0.389)
H (-1.894, 0.373, 1.222)
H (0.350, 0.180, -0.304)
H (-0.118, 1.813, -0.670)
H (0.124, 2.920, 2.669)
H (0.398, 3.344, 1.067)
H (-4.892, -0.990, 2.265)
H (-4.273, 1.175, -3.254)
H (-2.524, -1.763, -1.894)
H (-2.654, -1.752, -3.651)
H (-3.986, -1.087, -2.708)
O (-8.756, 7.256, -4.059)
S (-7.472, 7.812, -3.838)
O (-6.287, 7.103, -4.149)
O (-7.401, 8.317, -2.322)
C (-7.078, 9.715, -2.275)
C (-7.660, 10.272, -3.559)
O (-7.401, 9.249, -4.532)
H (-5.993, 9.821, -2.242)
H (-7.516, 10.160, -1.386)
H (-7.189, 11.199, -3.870)
H (-8.739, 10.414, -3.482)
O (5.247, 1.994, 6.215)
S (3.870, 1.990, 5.871)
O (3.062, 3.135, 6.079)
O (3.193, 0.720, 6.567)
C (2.560, -0.112, 5.577)
C (3.377, 0.109, 4.327)
O (3.691, 1.515, 4.362)
H (1.530, 0.223, 5.446)
H (2.569, -1.146, 5.907)
H (2.825, -0.127, 3.425)
H (4.311, -0.455, 4.346)
O (1.125, -3.683, 2.047)
S (2.305, -2.958, 1.752)
O (3.156, -2.459, 2.772)
O (1.939, -1.765, 0.763)
C (2.706, -1.864, -0.456)
C (2.956, -3.345, -0.614)
O (3.185, -3.809, 0.726)
H (3.638, -1.312, -0.321)
H (2.147, -1.441, -1.286)
H (3.820, -3.561, -1.231)
H (2.082, -3.861, -1.013)
O (5.178, -4.180, -3.489)
S (3.805, -4.155, -3.838)
O (3.017, -2.991, -3.648)
O (3.090, -5.395, -3.124)
C (2.440, -6.230, -4.097)
C (3.273, -6.050, -5.349)
O (3.621, -4.655, -5.338)
H (1.419, -5.871, -4.236)
H (2.423, -7.256, -3.743)
H (2.726, -6.282, -6.258)
H (4.191, -6.637, -5.311)
O (8.727, -1.406, 1.848)
S (7.735, -2.335, 2.240)
O (6.873, -2.966, 1.307)
O (6.850, -1.669, 3.390)
C (6.875, -2.473, 4.577)
C (8.225, -3.160, 4.531)
O (8.413, -3.472, 3.140)
H (6.053, -3.191, 4.526)
H (6.754, -1.839, 5.450)
H (8.257, -4.074, 5.118)
H (9.027, -2.492, 4.848)
O (4.146, -9.323, 0.839)
S (5.488, -8.867, 0.823)
O (6.547, -9.718, 0.423)
O (5.816, -8.233, 2.255)
C (6.255, -6.873, 2.114)
C (5.554, -6.386, 0.867)
O (5.582, -7.515, -0.023)
H (7.339, -6.866, 1.988)
H (5.983, -6.296, 2.993)
H (6.049, -5.534, 0.411)
H (4.512, -6.134, 1.072)

Properties
HOMO energy: -10.415 eV
structure (SMILES): CCC(=O)OCC[C@@]1(CCC(N)=O)[C@](Br)(C(=O)NC(=O)F)C(=O)N[C@@]1(S(C)(=O)=O)S(=O)(=O)F.O=S1(=O)OCCO1.O=S1(=O)OCCO1.O=S1(=O)OCCO1.O=S1(=O)OCCO1.O=S1(=O)OCCO1.O=S1(=O)OCCO1
HOMO-LUMO gap: 9.49 eV
F_max: 1.818 eV/A
net charge: 0


Record 3
The following is a DFT calculation (wB97M-V/def2-TZVPD) of a molecular structure, C27H44BrN3OP2Zn at a distorted geometry.

Cartesian coordinates (Å):
C (7.625, -1.966, 1.724)
C (6.731, -2.013, 0.640)
C (7.154, -2.654, -0.537)
C (8.435, -3.219, -0.577)
N (9.269, -3.171, 0.463)
C (8.885, -2.562, 1.586)
C (5.422, -1.414, 0.726)
C (4.327, -0.874, 0.761)
C (3.081, -0.226, 0.786)
C (2.298, -0.357, 1.943)
C (1.022, 0.213, 1.960)
C (0.605, 0.849, 0.814)
C (1.370, 1.084, -0.310)
C (2.646, 0.510, -0.337)
Zn (-1.290, 1.374, 1.057)
P (-2.331, -0.631, 1.334)
H (6.513, -2.717, -1.416)
H (7.364, -1.476, 2.660)
H (8.787, -3.721, -1.482)
H (9.598, -2.537, 2.414)
H (3.298, 0.610, -1.206)
H (2.681, -0.907, 2.810)
H (0.979, 1.702, -1.124)
H (0.379, 0.133, 2.843)
C (-4.087, -0.291, 1.006)
C (-4.885, -1.428, 0.377)
H (-4.098, 0.602, 0.354)
H (-4.527, 0.011, 1.970)
H (-5.930, -1.112, 0.290)
H (-4.533, -1.673, -0.632)
H (-4.866, -2.339, 0.986)
C (-1.603, -1.663, 0.016)
C (-0.991, -2.999, 0.420)
H (-0.817, -1.037, -0.442)
H (-2.378, -1.796, -0.751)
H (-0.576, -3.474, -0.479)
H (-0.168, -2.877, 1.135)
H (-1.736, -3.683, 0.845)
C (-2.181, -1.436, 2.958)
C (-3.227, -2.505, 3.269)
H (-2.233, -0.630, 3.711)
H (-1.168, -1.861, 3.027)
H (-3.000, -2.945, 4.247)
H (-4.239, -2.090, 3.328)
H (-3.225, -3.323, 2.539)
Br (-1.394, 3.320, -0.389)
P (-0.948, 0.817, -4.239)
C (-1.865, -0.437, -3.281)
C (-3.047, -0.928, -4.125)
H (-2.191, 0.036, -2.340)
H (-1.180, -1.262, -3.026)
H (-3.404, -1.902, -3.777)
H (-3.884, -0.223, -4.077)
H (-2.747, -1.028, -5.176)
C (-1.426, 2.409, -3.534)
C (-1.350, 3.611, -4.478)
H (-0.765, 2.541, -2.663)
H (-2.444, 2.276, -3.138)
H (-1.827, 4.465, -3.985)
H (-0.313, 3.889, -4.699)
H (-1.877, 3.417, -5.418)
C (0.799, 0.568, -3.769)
C (1.479, -0.212, -4.901)
H (0.857, 0.040, -2.808)
H (1.256, 1.561, -3.636)
H (2.568, -0.166, -4.814)
H (1.181, -1.266, -4.890)
H (1.192, 0.215, -5.870)
C (-2.268, 5.089, 2.980)
N (-2.371, 4.122, 4.055)
C (-1.899, 2.860, 3.991)
N (-2.010, 2.107, 5.138)
O (-1.381, 2.355, 2.955)
H (-1.869, 4.612, 2.077)
H (-1.615, 5.915, 3.286)
H (-3.254, 5.510, 2.759)
H (-2.754, 4.410, 4.947)
H (-1.536, 1.214, 5.112)
H (-2.095, 2.583, 6.032)

Properties
HOMO energy (spin up / spin down): -11.853 / -11.846 eV
HOMO-LUMO gap (spin up / spin down): 2.27 / 3.92 eV
F_max: 4.080 eV/A
net charge: +2


Record 4
The following is a DFT calculation (wB97M-V/def2-TZVPD) of a molecular structure, C27H44BrNOP2SSn at a distorted geometry.

Cartesian coordinates (Å):
C (4.760, 2.214, -5.631)
C (3.485, 2.631, -5.211)
C (2.861, 3.615, -5.993)
C (3.519, 4.173, -7.102)
N (4.749, 3.763, -7.440)
C (5.379, 2.801, -6.752)
C (2.896, 2.106, -4.000)
C (2.508, 1.667, -2.930)
C (2.314, 1.271, -1.553)
C (2.243, -0.086, -1.238)
C (2.079, -0.484, 0.131)
C (2.200, 0.557, 1.089)
C (2.466, 1.864, 0.787)
C (2.343, 2.255, -0.538)
Sn (-0.425, 0.225, 0.219)
P (-1.636, -2.222, 0.620)
H (1.889, 3.985, -5.720)
H (5.298, 1.467, -5.067)
H (3.045, 4.970, -7.713)
H (6.396, 2.491, -7.078)
H (2.452, 3.293, -0.861)
H (2.480, -0.771, -2.069)
H (2.674, 2.521, 1.631)
H (1.759, -1.496, 0.338)
C (-2.464, -2.976, 2.027)
C (-3.874, -3.416, 1.692)
H (-2.443, -2.280, 2.872)
H (-1.831, -3.814, 2.348)
H (-4.375, -3.768, 2.597)
H (-4.488, -2.611, 1.283)
H (-3.904, -4.230, 0.962)
C (-2.716, -1.870, -0.855)
C (-2.025, -2.063, -2.230)
H (-3.060, -0.817, -0.666)
H (-3.606, -2.530, -0.766)
H (-2.434, -1.326, -2.931)
H (-0.930, -1.938, -2.301)
H (-2.251, -3.057, -2.648)
C (-0.663, -3.682, 0.105)
C (-1.448, -4.896, -0.321)
H (-0.033, -3.926, 0.981)
H (0.011, -3.339, -0.690)
H (-0.752, -5.619, -0.751)
H (-1.949, -5.398, 0.509)
H (-2.211, -4.707, -1.077)
Br (1.065, 0.724, 2.839)
P (-2.554, 2.786, 1.967)
C (-3.357, 1.287, 1.330)
C (-4.890, 1.260, 1.394)
H (-2.950, 0.457, 1.916)
H (-3.013, 1.183, 0.284)
H (-5.268, 0.491, 0.709)
H (-5.221, 1.004, 2.411)
H (-5.344, 2.214, 1.110)
C (-1.507, 2.345, 3.339)
C (-1.574, 3.363, 4.473)
H (-0.459, 2.316, 2.941)
H (-1.753, 1.326, 3.648)
H (-1.186, 2.902, 5.387)
H (-0.952, 4.236, 4.227)
H (-2.607, 3.685, 4.634)
C (-1.313, 3.234, 0.652)
C (-1.940, 4.285, -0.282)
H (-1.040, 2.335, 0.014)
H (-0.366, 3.581, 1.114)
H (-1.152, 4.759, -0.889)
H (-2.666, 3.782, -0.946)
H (-2.470, 5.040, 0.319)
C (4.156, -3.247, 1.866)
S (2.617, -3.931, 2.495)
C (2.668, -3.428, 4.229)
O (1.394, -3.209, 1.915)
H (4.865, -4.082, 1.815)
H (4.527, -2.497, 2.578)
H (4.027, -2.797, 0.867)
H (3.148, -2.438, 4.238)
H (1.617, -3.325, 4.546)
H (3.212, -4.187, 4.801)

Properties
HOMO energy (spin up / spin down): -17.524 / -17.524 eV
HOMO-LUMO gap (spin up / spin down): 3.78 / 3.94 eV
F_max: 4.107 eV/A
net charge: +4


Record 5
The following is a DFT calculation (wB97M-V/def2-TZVPD) of 4 unconnected molecules or ions with the total composition C27H44Cl6I3N4O at a distorted geometry.

Cartesian coordinates (Å):
C (-2.011, 2.023, -3.831)
C (-2.338, 0.544, -3.870)
I (-4.414, 0.320, -4.428)
C (-2.179, -0.234, -2.559)
C (-0.819, -0.327, -1.844)
I (0.792, -0.578, -3.282)
N (-0.505, 0.993, -1.129)
C (0.371, 0.843, -0.090)
N (1.548, 1.450, -0.061)
C (2.576, 1.287, 0.955)
C (2.565, 2.290, 2.100)
O (2.706, 1.998, 3.219)
I (2.413, 4.314, 1.458)
N (-0.056, 0.058, 0.908)
C (-1.221, -0.784, 0.559)
C (-1.586, -1.676, 1.728)
C (-1.985, -0.907, 2.989)
C (-0.823, -0.613, 3.950)
C (-0.910, 0.757, 4.592)
N (-0.518, 1.806, 3.640)
C (-0.912, -1.469, -0.772)
C (0.243, -2.461, -0.666)
C (0.155, -3.630, -1.656)
C (1.428, -4.429, -1.692)
C (2.434, -4.175, -2.639)
C (3.628, -4.902, -2.628)
C (3.843, -5.901, -1.671)
C (2.846, -6.167, -0.727)
C (1.652, -5.441, -0.742)
H (-0.938, 2.208, -3.898)
H (-2.391, 2.467, -2.912)
H (-2.471, 2.547, -4.662)
H (-1.817, 0.041, -4.678)
H (-2.502, -1.257, -2.742)
H (-2.878, 0.189, -1.833)
H (-0.144, 1.661, -1.801)
H (1.773, 2.067, -0.828)
H (3.527, 1.404, 0.437)
H (2.561, 0.296, 1.403)
H (0.687, -0.475, 1.347)
H (-2.071, -0.120, 0.394)
H (-2.407, -2.318, 1.411)
H (-0.750, -2.329, 1.985)
H (-2.486, 0.025, 2.724)
H (-2.700, -1.539, 3.511)
H (-0.782, -1.374, 4.728)
H (0.135, -0.665, 3.425)
H (-1.929, 0.906, 4.971)
H (-0.248, 0.812, 5.453)
H (-1.201, 1.865, 2.895)
H (-0.520, 2.706, 4.102)
H (-1.803, -2.048, -1.021)
H (1.224, -1.986, -0.722)
H (0.188, -2.913, 0.324)
H (-0.659, -4.278, -1.327)
H (-0.109, -3.280, -2.653)
H (2.282, -3.414, -3.394)
H (4.382, -4.690, -3.373)
H (4.763, -6.466, -1.666)
H (2.990, -6.941, 0.013)
H (0.878, -5.654, -0.015)
Cl (-2.372, -3.642, 6.012)
C (-4.155, -3.708, 6.030)
C (-4.699, -4.532, 4.893)
Cl (-4.381, -3.754, 3.317)
H (-4.519, -2.685, 5.984)
H (-4.454, -4.149, 6.978)
H (-5.778, -4.633, 4.993)
H (-4.249, -5.520, 4.863)
Cl (-1.311, 4.535, -1.712)
C (-1.595, 6.131, -2.478)
C (-2.228, 5.977, -3.832)
Cl (-1.101, 5.257, -5.009)
H (-0.640, 6.646, -2.533)
H (-2.264, 6.675, -1.815)
H (-2.523, 6.949, -4.221)
H (-3.104, 5.336, -3.776)
Cl (5.241, 7.326, -0.925)
C (5.847, 5.666, -0.707)
C (5.836, 4.880, -1.992)
Cl (4.176, 4.551, -2.567)
H (5.224, 5.195, 0.048)
H (6.867, 5.738, -0.336)
H (6.319, 3.918, -1.836)
H (6.353, 5.411, -2.786)

Properties
HOMO energy: -11.165 eV
HOMO-LUMO gap: 8.51 eV
F_max: 1.264 eV/A
net charge: +1


Q: Number 3 is which compound?
A: C27H44BrN3OP2Zn


Q: Look up the net charge of the second one.
A: 0


Q: What is the F_max in the second record?
A: 1.818 eV/A